The following is a quantum chemistry calculation of a molecular structure, C3H2FKO3, from the OMol25 dataset.

total charge = +2
total energy = -28308.5699 eV
max |F| = 0.1310 hartree/bohr
gap between HOMO and LUMO = 0.3687 Eh

```
10
C3H2FKO3 (wB97M-V/def2-TZVPD)
C -1.000 0.851 -0.566
C 0.209 1.408 0.109
O 0.903 0.320 0.495
C 0.206 -0.826 0.230
O -0.920 -0.467 -0.489
O 0.464 -1.912 0.596
K 2.125 -4.626 0.375
F -2.149 1.367 -0.405
H 0.080 2.193 0.868
H 0.081 1.691 -1.214
```

The molecule's Löwdin atomic charges, reported in e, are given here: atom 1 (C): -0.221, atom 2 (C): 0.062, atom 3 (O): 0.186, atom 4 (C): -0.406, atom 5 (O): 0.291, atom 6 (O): 0.240, atom 7 (K): 0.988, atom 8 (F): 0.329, atom 9 (H): 0.217, atom 10 (H): 0.315

The following is a quantum chemistry calculation of 12 unconnected molecules or ions with the total composition C84H183N15O12, from the OMol25 dataset.

total charge = 0
SMILES = CC1(C)CCCC(C)(C)N1O.CC1(C)CCCC(C)(C)N1O.CC1(C)CCCC(C)(C)N1O.CC1(C)CCCC(C)(C)N1O.CC1(C)CCCC(C)(C)N1O.CC1(C)CCCC(C)(C)N1O.CC1(C)CCCC(C)(C)N1O.CC1(C)CCCC(C)(C)N1O.CC1(C)CCCC(C)(C)N1O.NC(N)=O.NC(N)=O.NC(N)=O
total energy = -136988.2209 eV
max |F| = 0.0688 hartree/bohr
gap between HOMO and LUMO = 0.3095 Eh

```
294
C84H183N15O12 (wB97M-V/def2-TZVPD)
C -0.600 3.043 4.296
C 0.237 2.320 5.361
C -0.698 1.693 6.346
C -0.118 0.625 7.172
C 0.498 -0.432 6.279
C 1.612 0.194 5.393
N 1.060 1.321 4.634
O 2.093 2.064 3.916
C 2.812 0.474 6.310
C 2.113 -0.786 4.429
C 1.119 3.349 6.099
H -0.143 3.297 3.340
H -1.098 3.896 4.695
H -1.402 2.321 4.024
H -1.252 2.488 6.984
H -1.543 1.262 5.796
H -0.854 0.235 7.928
H 0.713 0.994 7.762
H -0.224 -1.081 5.694
H 1.015 -1.150 6.934
H 2.534 1.022 7.251
H 3.344 -0.455 6.465
H 3.506 1.179 5.823
H 3.010 -0.446 3.858
H 2.503 -1.618 4.959
H 1.352 -1.021 3.671
H 2.133 3.529 5.624
H 1.315 3.087 7.136
H 0.645 4.300 6.050
H 1.837 1.834 2.988
C -5.858 -0.326 3.822
C -4.768 -1.406 3.509
C -3.351 -0.880 3.565
C -2.269 -1.905 3.766
C -2.566 -2.870 4.891
C -3.992 -3.541 4.782
N -4.923 -2.376 4.644
O -6.260 -2.948 4.548
C -3.886 -4.517 3.534
C -4.285 -4.377 6.029
C -5.188 -2.057 2.050
H -5.531 0.572 3.304
H -5.815 -0.055 4.842
H -6.846 -0.650 3.510
H -3.062 -0.149 2.740
H -3.332 -0.213 4.445
H -1.345 -1.387 4.000
H -2.161 -2.445 2.835
H -2.501 -2.346 5.858
H -1.813 -3.672 4.964
H -3.439 -4.079 2.646
H -3.212 -5.344 3.846
H -4.811 -4.962 3.274
H -3.418 -5.086 6.057
H -4.152 -3.674 6.876
H -5.151 -5.002 6.069
H -4.318 -2.485 1.553
H -5.567 -1.229 1.405
H -5.927 -2.855 2.191
H -6.648 -2.642 5.351
C -7.475 2.897 -3.341
C -6.204 2.281 -3.939
C -5.092 3.345 -3.838
C -3.751 2.842 -4.244
C -3.296 1.748 -3.360
C -4.346 0.585 -3.274
N -5.716 1.268 -3.001
O -6.680 0.172 -2.943
C -4.225 -0.300 -4.441
C -4.052 -0.124 -1.953
C -6.439 1.801 -5.407
H -8.157 2.098 -3.063
H -7.970 3.484 -4.049
H -7.309 3.536 -2.465
H -5.431 4.331 -4.323
H -5.014 3.461 -2.670
H -3.020 3.667 -4.297
H -3.814 2.585 -5.333
H -3.150 2.070 -2.292
H -2.342 1.294 -3.744
H -4.097 0.252 -5.416
H -3.311 -0.929 -4.245
H -5.086 -0.864 -4.449
H -3.646 0.652 -1.191
H -4.880 -0.588 -1.475
H -3.271 -0.848 -2.034
H -7.017 0.818 -5.285
H -5.508 1.554 -5.810
H -7.084 2.480 -6.012
H -7.377 0.527 -2.366
C -0.445 4.612 -2.685
C 0.384 5.629 -3.368
C 0.192 6.993 -2.708
C 0.776 7.156 -1.320
C 2.307 6.922 -1.428
C 2.502 5.551 -1.978
N 1.839 5.364 -3.278
O 2.030 4.026 -3.725
C 3.990 5.389 -2.340
C 2.211 4.491 -0.946
C -0.036 5.759 -4.836
H -0.112 3.636 -3.012
H -1.554 4.742 -2.832
H -0.332 4.673 -1.587
H 0.471 7.784 -3.424
H -0.944 7.216 -2.848
H 0.248 6.433 -0.570
H 0.482 8.133 -1.004
H 2.612 7.032 -0.415
H 2.775 7.608 -2.111
H 4.209 5.762 -3.321
H 4.692 5.954 -1.669
H 4.224 4.265 -2.315
H 1.217 4.606 -0.331
H 2.215 3.575 -1.395
H 3.112 4.458 -0.336
H 0.723 6.361 -5.275
H -0.982 6.168 -4.831
H -0.090 4.792 -5.387
H 2.572 4.030 -4.507
C 1.181 1.818 -5.753
C 2.497 1.133 -5.951
C 3.110 1.444 -7.320
C 4.571 0.936 -7.422
C 5.414 1.456 -6.142
C 4.814 1.203 -4.792
N 3.428 1.686 -4.825
O 2.836 1.437 -3.510
C 4.916 -0.328 -4.373
C 5.512 1.965 -3.737
C 2.135 -0.401 -5.903
H 0.568 1.622 -6.646
H 1.293 2.912 -5.689
H 0.693 1.371 -4.908
H 2.461 0.924 -8.007
H 3.200 2.517 -7.514
H 5.102 1.231 -8.361
H 4.608 -0.194 -7.373
H 5.587 2.470 -6.340
H 6.336 0.918 -6.251
H 4.418 -0.334 -3.420
H 4.297 -0.968 -5.035
H 5.960 -0.623 -4.371
H 6.552 1.643 -3.608
H 5.543 3.019 -4.045
H 5.177 1.824 -2.676
H 2.871 -1.056 -6.398
H 1.225 -0.484 -6.552
H 1.915 -0.854 -4.915
H 2.299 2.243 -3.398
C 4.001 -5.593 2.524
C 2.515 -5.791 2.988
C 1.989 -4.513 3.582
C 0.480 -4.558 3.788
C -0.248 -4.894 2.506
C 0.242 -6.089 1.703
N 1.762 -6.009 1.756
O 2.210 -7.252 1.209
C -0.200 -7.474 2.240
C -0.159 -6.060 0.207
C 2.685 -7.065 3.948
H 4.229 -4.685 1.991
H 4.268 -6.432 1.907
H 4.628 -5.628 3.406
H 2.551 -4.237 4.459
H 2.217 -3.703 2.903
H 0.161 -3.539 4.044
H 0.274 -5.225 4.639
H -0.126 -3.991 1.751
H -1.311 -4.904 2.705
H -1.237 -7.701 2.013
H 0.473 -8.286 1.970
H -0.258 -7.495 3.314
H 0.144 -5.104 -0.234
H 0.322 -6.864 -0.275
H -1.251 -6.277 0.146
H 2.731 -7.960 3.323
H 1.696 -7.169 4.542
H 3.608 -6.870 4.467
H 2.599 -7.052 0.331
C -7.308 -6.646 -0.576
C -6.292 -5.622 -1.137
C -4.924 -5.880 -0.412
C -3.848 -4.925 -0.906
C -3.679 -5.257 -2.399
C -4.956 -5.042 -3.181
N -6.093 -5.816 -2.597
O -7.240 -5.388 -3.388
C -5.301 -3.480 -3.233
C -4.824 -5.653 -4.582
C -6.836 -4.230 -0.746
H -8.356 -6.299 -0.651
H -7.090 -6.741 0.532
H -7.149 -7.641 -1.089
H -5.110 -5.790 0.631
H -4.739 -6.980 -0.574
H -2.916 -5.060 -0.414
H -4.074 -3.883 -0.792
H -3.387 -6.299 -2.530
H -2.911 -4.639 -2.877
H -5.198 -3.073 -4.254
H -6.249 -3.299 -2.810
H -4.584 -2.940 -2.556
H -4.047 -5.168 -5.140
H -4.604 -6.729 -4.451
H -5.670 -5.454 -5.254
H -7.276 -4.237 0.255
H -7.618 -3.853 -1.367
H -6.156 -3.343 -0.738
H -7.617 -6.221 -3.768
C 7.459 5.652 3.711
C 6.889 4.787 2.503
C 8.111 4.261 1.811
C 7.678 3.132 0.866
C 7.046 1.937 1.591
C 5.789 2.444 2.334
N 6.172 3.630 3.086
O 4.939 4.097 3.746
C 4.526 2.572 1.383
C 5.443 1.393 3.339
C 6.054 5.644 1.561
H 8.120 6.463 3.276
H 8.004 5.102 4.486
H 6.661 6.245 4.177
H 8.527 5.042 1.230
H 8.878 3.968 2.486
H 8.614 2.778 0.408
H 7.057 3.556 0.084
H 7.759 1.558 2.360
H 6.766 1.132 0.872
H 4.141 1.561 1.189
H 3.679 3.014 1.832
H 4.861 3.022 0.400
H 5.474 0.432 2.885
H 6.215 1.410 4.149
H 4.422 1.471 3.754
H 5.412 6.348 2.122
H 5.375 4.961 1.031
H 6.652 6.140 0.858
H 5.169 4.180 4.657
C 1.333 0.978 -0.420
C 1.285 -0.476 0.016
C 0.051 -0.695 0.959
C -1.276 -0.884 0.156
C -1.014 -1.953 -0.893
C 0.038 -1.683 -1.888
N 1.272 -1.510 -1.056
O 2.478 -1.217 -1.829
C 0.332 -2.971 -2.765
C -0.359 -0.515 -2.781
C 2.515 -0.838 0.892
H 0.388 1.357 -0.869
H 2.194 1.184 -1.063
H 1.458 1.673 0.427
H 0.293 -1.573 1.581
H 0.004 0.193 1.586
H -1.666 0.082 -0.228
H -2.030 -1.371 0.752
H -1.880 -2.206 -1.446
H -0.734 -2.780 -0.275
H -0.444 -3.230 -3.475
H 1.237 -2.852 -3.307
H 0.369 -3.849 -2.081
H -1.080 -0.789 -3.558
H -0.857 0.347 -2.244
H 0.463 -0.105 -3.303
H 2.667 -0.106 1.749
H 3.461 -0.829 0.302
H 2.427 -1.870 1.324
H 2.169 -0.699 -2.625
C -2.487 4.093 -0.003
O -3.279 3.449 -0.689
N -1.486 3.473 0.786
N -2.407 5.474 -0.100
H -1.002 4.105 1.376
H -1.729 2.648 1.271
H -3.212 5.947 -0.498
H -1.892 5.963 0.612
C 2.925 -5.159 -1.599
O 3.166 -6.362 -1.420
N 2.505 -4.357 -0.619
N 3.271 -4.554 -2.731
H 2.514 -4.680 0.306
H 2.221 -3.388 -0.658
H 3.371 -5.062 -3.601
H 2.956 -3.567 -2.821
C 1.301 5.955 2.301
O 0.175 5.570 2.026
N 2.227 5.188 2.807
N 1.723 7.225 2.092
H 3.147 5.475 2.983
H 2.099 4.188 2.962
H 2.713 7.426 2.108
H 1.084 7.838 1.585
```

Results of the Löwdin charge analysis, in e, for atoms 1 through 99: atom 1 (C): -0.024, atom 2 (C): -0.502, atom 3 (C): -0.175, atom 4 (C): -0.199, atom 5 (C): -0.109, atom 6 (C): -0.534, atom 7 (N): -0.034, atom 8 (O): -0.075, atom 9 (C): -0.019, atom 10 (C): -0.060, atom 11 (C): -0.017, atom 12 (H): 0.050, atom 13 (H): 0.081, atom 14 (H): 0.083, atom 15 (H): 0.166, atom 16 (H): 0.106, atom 17 (H): 0.138, atom 18 (H): 0.087, atom 19 (H): 0.115, atom 20 (H): 0.127, atom 21 (H): 0.087, atom 22 (H): 0.085, atom 23 (H): 0.076, atom 24 (H): 0.085, atom 25 (H): 0.075, atom 26 (H): 0.081, atom 27 (H): 0.092, atom 28 (H): 0.074, atom 29 (H): 0.066, atom 30 (H): 0.099, atom 31 (C): -0.034, atom 32 (C): -0.439, atom 33 (C): -0.150, atom 34 (C): -0.205, atom 35 (C): -0.134, atom 36 (C): -0.465, atom 37 (N): -0.069, atom 38 (O): -0.036, atom 39 (C): -0.027, atom 40 (C): -0.033, atom 41 (C): -0.004, atom 42 (H): 0.080, atom 43 (H): 0.063, atom 44 (H): 0.080, atom 45 (H): 0.138, atom 46 (H): 0.114, atom 47 (H): 0.086, atom 48 (H): 0.084, atom 49 (H): 0.119, atom 50 (H): 0.100, atom 51 (H): 0.048, atom 52 (H): 0.086, atom 53 (H): 0.062, atom 54 (H): 0.092, atom 55 (H): 0.093, atom 56 (H): 0.070, atom 57 (H): 0.041, atom 58 (H): 0.085, atom 59 (H): 0.065, atom 60 (H): 0.084, atom 61 (C): -0.030, atom 62 (C): -0.529, atom 63 (C): -0.152, atom 64 (C): -0.225, atom 65 (C): -0.147, atom 66 (C): -0.464, atom 67 (N): -0.044, atom 68 (O): -0.059, atom 69 (C): -0.038, atom 70 (C): -0.031, atom 71 (C): -0.010, atom 72 (H): 0.071, atom 73 (H): 0.057, atom 74 (H): 0.092, atom 75 (H): 0.148, atom 76 (H): 0.141, atom 77 (H): 0.101, atom 78 (H): 0.116, atom 79 (H): 0.087, atom 80 (H): 0.118, atom 81 (H): 0.100, atom 82 (H): 0.100, atom 83 (H): 0.039, atom 84 (H): 0.103, atom 85 (H): 0.061, atom 86 (H): 0.038, atom 87 (H): 0.106, atom 88 (H): 0.016, atom 89 (H): 0.093, atom 90 (H): 0.089, atom 91 (C): -0.035, atom 92 (C): -0.537, atom 93 (C): -0.154, atom 94 (C): -0.168, atom 95 (C): -0.119, atom 96 (C): -0.527, atom 97 (N): -0.041, atom 98 (O): -0.079, atom 99 (C): -0.027

Number 1: HOMO energy -20.59 eV. Number 2: HOMO energy -8.16 eV.